Run i
{"formula": "C2H2FP", "method": "ωB97M-V/def2-TZVPD", "symbols": ["C", "C", "F", "P", "H", "H"], "coordinates": [[-0.340, 0.309, -0.684], [0.803, 0.059, -0.094], [1.262, 2.909, -0.551], [1.110, 0.994, -1.566], [-1.387, 0.016, -0.816], [1.380, -0.140, 0.816]], "multiplicity": 1, "e_homo_ev": -10.5116, "total_charge": 0}

Run ii
{"formula": "C2H2FP", "method": "ωB97M-V/def2-TZVPD", "symbols": ["F", "P", "C", "C", "H", "H"], "coordinates": [[1.956, -0.708, 0.429], [1.111, 0.489, -0.385], [-0.364, 0.853, 0.517], [-0.378, -0.367, -0.750], [-1.359, 0.913, 1.138], [-0.966, -1.180, -0.949]], "smiles": "FP1=CC=1", "multiplicity": 1, "e_homo_ev": [-9.0878, -9.0879], "total_charge": 0}

Run iii
{"formula": "C2H2FP", "method": "ωB97M-V/def2-TZVPD", "symbols": ["F", "P", "C", "C", "H", "H"], "coordinates": [[-1.821, -0.911, 0.036], [-1.078, 0.651, 0.072], [0.449, 0.236, -0.689], [0.503, 0.164, 0.612], [0.963, 0.334, -1.539], [0.984, -0.475, 1.508]], "smiles": "FP1=CC=1", "multiplicity": 1, "e_homo_ev": -10.1449, "total_charge": 0}

Which of them is most stable? Easy: run iii.

Run i
{"formula": "C5H7O2S", "method": "ωB97M-V/def2-TZVPD", "symbols": ["C", "C", "C", "C", "C", "O", "O", "S", "H", "H", "H", "H", "H", "H", "H"], "coordinates": [[1.709, 0.479, -0.376], [-3.341, -0.572, -1.147], [0.514, 0.910, 0.385], [-2.363, 0.135, -1.216], [-0.417, 0.090, 0.840], [-1.894, 2.203, -2.640], [-0.306, 0.304, -2.856], [-1.030, 1.250, -1.896], [2.271, -0.407, -0.279], [1.346, 0.389, -1.452], [-4.356, -1.018, -0.984], [2.416, 1.421, -0.242], [0.616, 1.970, 0.542], [-1.331, 0.354, 1.424], [-0.127, -0.954, 0.676]], "multiplicity": 1, "e_homo_ev": -3.7644, "total_charge": -1}

Run ii
{"formula": "C5H7O2S", "method": "ωB97M-V/def2-TZVPD", "symbols": ["C", "C", "C", "C", "C", "O", "O", "S", "H", "H", "H", "H", "H", "H", "H"], "coordinates": [[2.611, -0.209, -0.014], [-1.506, 2.304, 0.835], [1.154, -0.524, -0.003], [-1.984, 1.220, 0.680], [0.514, -1.401, -0.833], [-2.799, -0.638, -1.010], [-4.226, 0.045, 0.985], [-2.839, -0.411, 0.491], [3.139, -0.382, 0.970], [3.140, -0.770, -0.761], [-1.161, 3.289, 0.787], [2.623, 0.802, -0.365], [0.593, 0.263, 0.491], [-0.471, -1.553, -0.958], [1.212, -2.034, -1.295]], "multiplicity": 1, "e_homo_ev": -3.9440, "total_charge": -1}

Which of them is most stable? Easy: run ii.

Run i
{"formula": "C9H17N2O", "method": "ωB97M-V/def2-TZVPD", "symbols": ["C", "N", "N", "C", "C", "C", "C", "C", "O", "C", "C", "C", "H", "H", "H", "H", "H", "H", "H", "H", "H", "H", "H", "H", "H", "H", "H", "H", "H"], "coordinates": [[1.748, -0.997, -3.696], [1.085, -0.177, -2.860], [0.888, -0.461, -1.722], [0.548, -0.368, -0.495], [-0.675, -1.213, 0.066], [-1.382, -0.394, 1.075], [-2.361, 0.563, 0.453], [-3.589, 0.799, 1.226], [-1.988, 1.321, -0.448], [1.467, 0.429, 0.443], [0.816, 1.738, 0.892], [1.999, -0.452, 1.466], [2.628, -1.459, -3.181], [2.245, -0.455, -4.513], [1.116, -1.842, -4.250], [-0.207, -2.087, 0.571], [-1.216, -1.476, -0.737], [-1.996, -1.171, 1.624], [-0.747, 0.051, 1.704], [-3.519, 0.184, 2.096], [-4.510, 0.747, 0.667], [-3.408, 1.745, 1.705], [2.240, 0.824, -0.253], [1.616, 2.542, 0.794], [0.655, 1.568, 1.904], [-0.164, 2.135, 0.440], [2.574, 0.156, 2.171], [1.348, -1.126, 1.948], [2.787, -1.125, 0.911]], "smiles": "CN=[N+]=C(CCC(C)=O)C(C)C", "multiplicity": 1, "e_homo_ev": -13.2250, "total_charge": 1}

Run ii
{"formula": "C9H17N2O", "method": "ωB97M-V/def2-TZVPD", "symbols": ["C", "N", "C", "C", "C", "C", "C", "C", "O", "N", "C", "C", "H", "H", "H", "H", "H", "H", "H", "H", "H", "H", "H", "H", "H", "H", "H", "H", "H"], "coordinates": [[0.310, 1.992, -1.714], [-0.313, 0.720, -1.433], [-0.439, 0.227, -0.060], [-0.073, 0.902, 1.077], [1.332, 1.590, 1.181], [2.346, 0.766, 0.891], [2.311, -0.580, 0.427], [1.761, -1.065, -0.669], [1.399, -2.310, -1.043], [-1.660, -0.570, -0.002], [-1.275, -1.859, 0.473], [-2.858, -0.018, 0.826], [0.086, 2.723, -0.830], [1.445, 2.168, -1.607], [-0.082, 2.533, -2.604], [-0.024, -0.019, -2.041], [-0.722, 0.836, 1.916], [1.390, 2.621, 1.474], [3.342, 1.057, 1.141], [2.629, -1.395, 1.095], [1.844, -0.418, -1.567], [1.889, -3.087, -0.822], [-1.974, -0.796, -0.954], [-0.774, -2.466, -0.314], [-0.555, -1.761, 1.271], [-2.159, -2.358, 0.735], [-3.658, 0.229, 0.259], [-3.177, -0.640, 1.694], [-2.341, 0.977, 1.203]], "smiles": "CN\\C(=C/C=C\\C=C\\O)[NH+](C)C", "multiplicity": 1, "e_homo_ev": -12.2653, "total_charge": 1}

Run iii
{"formula": "C9H17N2O", "method": "ωB97M-V/def2-TZVPD", "symbols": ["O", "C", "C", "C", "C", "C", "C", "N", "C", "C", "C", "N", "H", "H", "H", "H", "H", "H", "H", "H", "H", "H", "H", "H", "H", "H", "H", "H", "H"], "coordinates": [[0.922, -1.484, 1.413], [-0.098, -0.718, 0.880], [-1.460, -0.841, 1.602], [-1.812, 0.507, 2.236], [-1.083, 1.532, 1.372], [0.296, 0.912, 1.207], [1.157, 1.207, 0.107], [0.680, 1.213, -1.100], [1.418, 0.808, -2.265], [0.991, -0.637, -2.595], [0.887, -1.453, -1.306], [-0.213, -0.953, -0.497], [0.879, -1.504, 2.376], [-1.412, -1.641, 2.339], [-2.226, -1.121, 0.880], [-1.443, 0.561, 3.260], [-2.887, 0.673, 2.257], [-1.017, 2.506, 1.854], [-1.596, 1.650, 0.417], [0.826, 0.921, 2.158], [2.228, 1.111, 0.223], [-0.322, 1.312, -1.229], [2.485, 0.840, -2.035], [1.214, 1.471, -3.106], [1.719, -1.085, -3.272], [0.019, -0.630, -3.096], [0.739, -2.508, -1.547], [1.804, -1.374, -0.724], [-1.128, -1.218, -0.832]], "smiles": "O[C@@]12CCC[C@@H]1/C=[NH+]/CCCN2", "multiplicity": 1, "e_homo_ev": -13.1164, "total_charge": 1}

Which of them is most stable? Easy: run iii.

Run i
{"formula": "C4H2ClO2", "method": "ωB97M-V/def2-TZVPD", "symbols": ["O", "C", "C", "C", "O", "C", "Cl", "H", "H"], "coordinates": [[-2.505, -0.627, -0.648], [-1.368, -0.504, -1.084], [0.032, -0.100, -0.197], [0.847, -0.112, -1.478], [1.980, 0.009, -1.873], [-0.648, -0.691, -2.199], [-1.036, -0.857, -3.905], [0.016, 0.987, 0.146], [0.478, -0.684, 0.657]], "smiles": "O=C1CC([O-])=C1Cl", "multiplicity": 1, "e_homo_ev": -3.4398, "total_charge": -1}

Run ii
{"formula": "C4H2ClO2", "method": "ωB97M-V/def2-TZVPD", "symbols": ["O", "C", "C", "C", "O", "C", "Cl", "H", "H"], "coordinates": [[-2.801, -1.043, 0.753], [-1.930, -0.441, 0.236], [-0.919, 0.144, -0.242], [0.486, -0.341, -0.255], [0.758, -1.243, -1.007], [1.312, 0.569, 0.284], [3.010, 0.270, 0.334], [-0.980, 0.774, -1.096], [1.064, 1.312, 0.995]], "smiles": "O=C=C/C([O-])=C/Cl", "multiplicity": 1, "e_homo_ev": -2.7727, "total_charge": -1}

Which of them is most stable? Easy: run i.